Record 1
An isolated ion of composition C3H10N3S2 and charge +1 in a non-equilibrium geometry. Source: the Open Molecules 2025 dataset; level of theory: wB97M-V/def2-TZVPD.

Element x y z (Å)
C1 1.73736 0.15991 -0.26162
C2 -1.94571 0.33475 1.05506
C3 -0.78886 -0.63404 0.64646
N1 2.29260 0.90736 -1.24998
N2 2.34412 -0.74601 0.53551
N3 0.42768 0.38193 -0.06878
S1 -2.56333 1.16343 -0.46081
S2 -1.14931 -1.88371 -0.67847
H1 -2.63969 -0.25986 1.56429
H2 -1.39045 1.21714 1.69296
H3 -0.39149 -0.96111 1.48879
H4 3.32305 1.01039 -1.28834
H5 1.77850 1.06834 -2.09646
H6 3.37641 -0.75334 0.54209
H7 1.71777 -1.43620 0.81109
H8 0.15578 0.96118 -0.82262
H9 -3.86714 0.82819 -0.39170
H10 -2.41728 -1.35834 -1.01748

Cartesian forces, eV/Å:
C -0.3 -0.8 -0.3
C 3.5 2.2 -0.9
C -1.8 3.2 -4.5
N 2.4 0.2 -0.2
N 2.3 2.2 -0.7
N -1.3 0.1 2.3
S -0.5 -0.2 0.3
S -1.0 0.4 0.2
H -1.3 -0.3 1.0
H -1.6 -2.5 -1.2
H 2.3 -2.2 3.5
H -1.3 -0.2 -0.2
H 0.1 0.1 -0.3
H -1.3 -0.8 0.3
H -0.1 -1.8 1.0
H -1.4 0.7 -0.7
H 0.2 0.0 0.1
H 1.3 -0.3 0.3

Results
Relative energy (zero: lowest compared OMol25 entry of this formula, charge and spin) (kcal/mol): 98.9
2S+1: 3
Highest occupied orbital energy (alpha / beta) (eV): -8.1 / -13.1
Net charge: +1
Gap between HOMO and LUMO (alpha / beta) (eV): 5.08 / 5.22
E_tot (Ha): -1080.47455



Record 2
One molecule with the formula C3H10N4 in a non-equilibrium geometry. Source: the Open Molecules 2025 dataset; level of theory: wB97M-V/def2-TZVPD.

Element x y z (Å)
C1 -0.17165 1.40601 2.01119
C2 -0.15536 0.36276 0.93094
N1 -1.22678 -0.46360 0.87049
N2 0.89935 0.25785 0.21702
C3 0.85948 -0.35724 -1.05911
N3 -0.25026 0.29724 -1.88124
N4 0.58024 -1.77495 -0.98001
H1 0.79033 1.88502 2.06533
H2 -0.91981 2.17217 1.79811
H3 -0.39916 0.94137 2.96777
H4 -1.29009 -1.06681 0.06756
H5 -2.05378 -0.25631 1.39752
H6 1.83903 -0.14690 -1.54279
H7 -0.25074 -0.09887 -2.81870
H8 -0.11213 1.30547 -1.93967
H9 1.09287 -2.22406 -0.23946
H10 0.76846 -2.23916 -1.86497

Cartesian forces, eV/Å:
C -0.2 -0.3 0.2
C 0.2 -0.4 0.5
N -0.3 0.2 0.0
N 0.4 1.3 -0.2
C -0.4 0.7 -0.9
N 0.7 -0.8 0.5
N -0.6 -0.3 -0.7
H 0.3 0.1 0.0
H -0.1 -0.1 0.0
H -0.1 0.1 0.2
H -0.1 -0.1 -0.1
H -0.1 0.1 -0.1
H -0.4 -0.2 0.2
H 0.0 0.2 0.1
H 0.2 -0.4 0.0
H 0.3 0.0 0.1
H 0.1 0.0 0.3

Results
Relative energy (zero: lowest compared OMol25 entry of this formula, charge and spin) (kcal/mol): 0.0
Highest occupied orbital energy (eV): -8.7
SMILES string: C/C(N)=N/C(N)N
Gap between HOMO and LUMO (eV): 9.73
E_tot (Ha): -339.32795